[1]
Here is one molecule with the formula C3H3BrO from the Open Molecules 2025 dataset. Energies are from wB97M-V/def2-TZVPD.

Computed properties:
Kohn-Sham gap in eV: 10.52
SMILES: C#C[C@H](O)Br
LUMO energy in eV: 0.5

ORCA input file:
```
! wB97M-V def2-TZVPD RIJCOSX def2/J DEFGRID3
* xyz 0 1
C -1.117 1.671 0.336
C -0.403 0.778 -0.011
C 0.315 -0.455 -0.325
O -0.049 -1.482 0.539
Br 2.306 0.066 -0.151
H -1.852 2.321 0.705
H 0.437 -0.527 -1.429
H 0.363 -2.373 0.336
*
```

[2]
Here is one molecule with the formula C3H3BrO from the Open Molecules 2025 dataset. Energies are from wB97M-V/def2-TZVPD.

Computed properties:
Kohn-Sham gap in eV: 9.87
SMILES: C#C[C@H](O)Br
LUMO energy in eV: -0.1

ORCA input file:
```
! wB97M-V def2-TZVPD RIJCOSX def2/J DEFGRID3
* xyz 0 1
C 0.789 1.859 -0.432
C 0.128 0.873 -0.168
C -0.462 -0.341 0.179
O -0.250 -1.377 -0.687
Br -2.622 0.056 0.090
H 1.314 2.710 -0.776
H -0.212 -0.734 1.277
H -0.651 -2.128 -0.311
*
```

[3]
Here is a 2-piece molecular cluster, C3H3BrO2 overall from the Open Molecules 2025 dataset. Energies are from wB97M-V/def2-TZVPD.

Computed properties:
Kohn-Sham gap in eV: 8.71
SMILES: O=C=CBr.C=O
LUMO energy in eV: -0.2

ORCA input file:
```
! wB97M-V def2-TZVPD RIJCOSX def2/J DEFGRID3
* xyz 0 1
O 1.148 -1.456 0.180
C -0.003 -1.574 0.297
C -1.354 -1.487 0.252
Br -2.411 -0.133 -0.332
H -1.813 -2.131 0.954
C 1.112 1.751 -0.271
O 1.081 1.173 -1.313
H 2.056 2.334 -0.188
H 0.184 1.524 0.422
*
```

[4]
Here is a 2-piece molecular cluster, C3H3BrO2 overall from the Open Molecules 2025 dataset. Energies are from wB97M-V/def2-TZVPD.

Computed properties:
Kohn-Sham gap in eV: 10.50
LUMO energy in eV: 0.2

ORCA input file:
```
! wB97M-V def2-TZVPD RIJCOSX def2/J DEFGRID3
* xyz 0 1
C 2.511 -0.766 0.560
C -0.417 -0.195 -0.172
C -1.139 -0.621 -1.384
O 2.511 -1.634 -0.222
O 0.066 -1.101 -1.160
Br 3.467 0.855 -0.050
H 2.211 -0.601 1.526
H -0.046 0.758 -0.054
H -0.735 -0.507 0.825
*
```

[5]
Here is C3H3CdO2 as an isolated structure from the Open Molecules 2025 dataset. Energies are from wB97M-V/def2-TZVPD.

Computed properties:
Kohn-Sham gap (alpha / beta) in eV: 3.54 / 8.77
LUMO energy (alpha / beta) in eV: -13.3 / -13.0

ORCA input file:
```
! wB97M-V def2-TZVPD RIJCOSX def2/J DEFGRID3
* xyz 2 2
C -0.644 0.899 0.374
C -1.788 0.833 -0.274
H -2.401 1.732 -0.430
H -0.125 1.654 0.968
H -2.146 -0.094 -0.733
O 2.112 -1.159 -0.142
C 1.130 -1.321 0.496
O 0.402 -1.883 1.194
Cd 3.459 -0.660 -1.452
*
```

[6]
Here is one molecule with the formula C3H3Cl from the Open Molecules 2025 dataset. Energies are from wB97M-V/def2-TZVPD.

Computed properties:
Kohn-Sham gap in eV: 9.88
SMILES: ClC1C=C1
LUMO energy in eV: 0.3

ORCA input file:
```
! wB97M-V def2-TZVPD RIJCOSX def2/J DEFGRID3
* xyz 0 1
Cl 1.850 -1.006 -0.337
C 0.516 0.232 -0.333
C -0.311 0.337 0.885
C -0.875 -0.266 -0.397
H 0.895 1.076 -0.901
H -0.438 0.471 1.920
H -1.636 -0.845 -0.837
*
```

[7]
Here is one molecule with the formula C3H3Cl2F from the Open Molecules 2025 dataset. Energies are from wB97M-V/def2-TZVPD.

Computed properties:
Kohn-Sham gap in eV: 10.48
SMILES: FCC=C(Cl)Cl
LUMO energy in eV: 0.6

ORCA input file:
```
! wB97M-V def2-TZVPD RIJCOSX def2/J DEFGRID3
* xyz 0 1
F 1.538 1.160 -0.755
C 0.218 1.085 -0.258
C -0.511 -0.208 -0.297
C -0.117 -1.257 0.419
Cl 1.348 -1.126 1.409
Cl -0.963 -2.675 0.537
H 0.323 1.451 0.815
H -0.415 1.739 -0.895
H -1.422 -0.170 -0.975
*
```

[8]
Here is a 2-piece molecular cluster, C3H3Cl2F overall from the Open Molecules 2025 dataset. Energies are from wB97M-V/def2-TZVPD.

Computed properties:
Kohn-Sham gap in eV: 11.72
SMILES: C#CC(Cl)Cl.F
LUMO energy in eV: 0.7

ORCA input file:
```
! wB97M-V def2-TZVPD RIJCOSX def2/J DEFGRID3
* xyz 0 1
C 1.060 0.154 -1.394
C 0.509 0.343 -0.345
C -0.215 0.633 0.863
Cl -1.884 1.153 0.437
Cl 0.606 1.932 1.779
H 1.559 -0.039 -2.298
H -0.303 -0.238 1.518
F -0.883 -2.232 0.043
H -0.450 -1.706 -0.603
*
```

| no. | maximum force (eV/Å) |
| --- | --- |
| 1 | 1.8 |
| 2 | 3.9 |
| 3 | 3.7 |
| 4 | 4.3 |
| 5 | 6.6 |
| 6 | 9.2 |
| 7 | 1.9 |
| 8 | 0.8 |